Entry 1:
Entry from OMol25: a cluster of 2 separate species, C2H8N2O in total at a distorted geometry (the ωB97M-V functional and the def2-TZVPD basis).

```
13
Properties=species:S:1:pos:R:3:forces:R:3:lowdin_spin:R:1
O -2.082176 0.998168 0.430178 1.1 -0.6 0.0 0.479
N 2.252972 -0.824600 -1.974681 -1.4 -0.4 -1.1 0.004
N -0.091984 -0.152747 0.357368 -1.1 1.3 2.0 0.412
C 0.126806 -0.119184 1.808484 1.2 0.4 -0.4 0.055
C -1.165291 0.441110 -0.196773 -0.6 0.1 -1.2 -0.007
H 3.051730 -0.300950 -1.732136 1.1 0.9 0.4 0.000
H -1.187980 0.347244 -1.303074 -0.2 0.1 0.4 0.006
H -0.463078 -0.819510 2.373388 -0.6 -0.4 -0.1 0.021
H 2.042149 -0.543945 -2.952006 0.0 -0.1 0.9 0.000
H 2.609828 -1.765987 -2.078058 -0.1 -0.3 0.1 0.000
H -0.048882 0.893410 2.202531 -0.3 -0.2 -0.4 0.019
H 1.168207 -0.369076 1.989575 0.1 -0.1 -0.1 0.003
H 0.589423 -0.516662 -0.290722 0.9 -0.7 -0.7 0.007
```
Forces are in eV/Å.

## Properties
HOMO energy (alpha / beta) = -15.08 / -15.05 eV
Charge = +1
Gap between HOMO and LUMO (alpha / beta) = 10.92 / 5.62 eV
Energy above the lowest of the compared OMol25 structures with the same formula, charge and spin = 36.6 kcal per mole
2S+1 = 2

Entry 2:
Entry from OMol25: a structure of composition C44H53BN8O4ReS4 (the ωB97M-V functional and the def2-TZVPD basis).

```
115
Properties=species:S:1:pos:R:3:forces:R:3:lowdin_spin:R:1
Re 1.092660 1.928193 -0.033926 -0.3 0.4 0.3 0.819
S 1.659417 -1.401047 -1.046796 0.0 0.1 -0.2 0.006
S -0.822268 3.270762 0.235999 0.1 -0.1 0.1 0.025
S 0.812173 1.686483 -2.404196 0.0 -0.1 -0.1 0.016
S 4.036461 -0.003859 0.074994 0.2 0.1 0.1 0.006
O 3.224466 -1.250859 -0.502747 0.0 0.0 0.1 0.001
O 1.161545 0.856595 1.853058 0.2 0.2 -0.2 -0.002
O 4.415355 -0.355014 1.406005 0.0 -0.1 0.0 0.002
O 1.729486 2.921977 1.760557 0.3 -0.2 0.0 0.000
N -2.947482 -0.017313 0.369903 0.0 0.0 0.0 0.007
N -0.206339 -0.880586 0.728633 -0.1 0.2 0.0 0.004
N -0.798501 -0.223769 -1.655983 -0.1 -0.1 0.1 0.014
N -1.971008 0.894643 0.263637 0.0 0.4 -0.1 0.013
N -1.475087 -1.383282 -1.753181 0.0 0.0 0.0 0.006
N 2.099161 3.615539 -0.962735 -0.1 -0.1 0.1 0.000
N 3.238696 1.320393 -0.132978 -0.2 -0.6 -0.1 0.015
N -0.894618 -0.950126 1.843693 0.0 0.0 0.0 0.000
C 4.030495 2.507223 -0.070575 0.2 0.1 0.1 0.001
C -0.388526 -1.741799 5.239988 0.0 0.0 0.0 0.000
C 5.258051 0.403173 -2.310339 0.0 0.0 0.0 0.001
C -5.239206 -0.663040 0.816897 0.0 0.0 0.0 0.000
C 6.600848 -0.596618 -0.540904 0.0 0.0 0.0 0.000
C -1.353221 -1.834849 4.048452 0.0 -0.1 0.1 0.000
C 3.536487 5.960824 -1.347361 -0.1 0.0 0.0 -0.001
C -0.323852 0.445407 -2.699256 0.0 0.0 -0.2 0.009
C 6.342881 0.328336 -3.164912 0.0 0.0 0.0 0.000
C -2.243832 -4.004575 -1.770454 0.0 0.0 0.0 0.000
C 0.842939 -1.662821 0.481612 -0.1 -0.2 0.1 0.000
C 3.420740 3.663957 -0.611481 0.1 0.2 0.0 0.000
C 5.287501 2.605965 0.465917 0.0 0.1 0.0 0.001
C 1.673998 1.861160 2.449152 -0.2 0.0 0.0 0.016
C 2.166398 1.757209 3.843637 0.1 0.1 0.0 0.002
C -0.686680 0.041129 -4.015884 0.0 0.0 0.1 0.004
C 7.677089 -0.665896 -1.413433 0.0 0.0 0.0 0.000
C 2.246581 5.854971 -1.781642 0.0 -0.1 0.0 0.000
C -2.151596 2.204277 0.456409 0.1 -0.2 0.0 0.011
C 0.505328 -2.720167 2.553984 0.0 0.0 -0.1 0.000
C -3.440369 2.688260 0.827637 0.0 -0.1 0.0 0.004
C 4.160810 4.854188 -0.732132 0.0 0.0 0.0 0.000
C 5.410748 -0.061651 -1.009039 0.0 0.0 0.0 0.001
C 6.014564 3.811766 0.381441 0.0 0.0 0.0 0.000
C -3.974640 -2.895590 -3.217007 0.0 0.0 0.0 0.000
C -2.325322 -0.658717 4.085384 0.0 0.0 0.0 0.000
C -1.962394 -3.969789 -4.247353 0.0 0.0 0.0 0.000
C -1.413825 -1.104941 -4.108384 0.0 0.0 0.0 0.005
C -2.134606 -3.156279 4.120056 0.0 0.0 0.0 0.000
C -0.248796 0.836529 -5.199226 0.0 0.0 -0.1 0.000
C -4.139814 0.378474 0.713793 0.0 0.1 0.0 0.003
C -4.653810 -2.072595 0.796104 0.0 0.0 0.0 0.000
C -4.416841 1.751107 0.958017 0.1 0.0 0.0 0.006
C -3.661715 4.143738 1.074128 0.0 0.0 0.0 0.000
C 1.550459 4.661982 -1.543581 -0.1 0.1 -0.1 0.000
C -1.753658 -1.843906 -2.943493 0.0 0.0 0.0 0.003
C 5.482075 4.906550 -0.229152 0.0 0.0 0.0 0.001
C -0.550349 -1.828951 2.765883 0.0 0.0 0.0 0.000
C 7.546167 -0.206325 -2.715379 0.0 0.0 0.0 0.000
C -6.180745 -0.471803 -0.380580 0.0 0.0 0.0 0.000
C -6.020826 -0.470020 2.124102 0.0 0.0 0.0 0.000
C 1.237931 -2.658686 1.391135 -0.1 0.1 0.0 0.000
C 2.382930 -3.580448 1.126199 0.0 0.0 0.0 0.000
C -2.476934 -3.179344 -3.037606 0.1 0.0 0.0 0.000
B -0.571768 0.364398 -0.207600 0.2 -0.1 -0.3 -0.002
H -3.953911 -2.206875 -0.026115 -0.1 0.0 0.0 0.000
H -4.153691 -2.209561 -4.047281 0.0 0.0 0.0 0.000
H -1.473563 -4.022628 4.077064 0.0 0.0 0.0 0.000
H -3.146264 4.458362 1.983181 0.0 0.0 0.0 0.000
H 5.748820 1.763428 0.960622 0.0 0.0 0.0 0.000
H 1.393978 1.317222 4.473633 0.0 0.0 0.0 0.001
H -4.122572 -2.288540 1.724573 0.0 0.0 0.0 0.000
H -6.729033 -1.289975 2.243851 0.0 0.0 0.0 0.000
H -4.404047 -2.461220 -2.314921 0.0 0.0 0.0 0.000
H -5.653318 -0.633880 -1.322235 0.0 0.0 0.0 0.000
H -6.599236 0.453096 2.137381 0.0 0.0 0.0 0.000
H 0.742102 -3.464553 3.301833 0.0 0.0 0.0 0.000
H 2.452448 2.735699 4.220364 0.0 0.0 0.0 0.000
H -2.682637 -3.206773 5.060842 0.0 0.0 0.0 0.000
H -2.828264 -4.922715 -1.827144 0.0 0.0 0.0 0.000
H 2.263371 -4.500170 1.694378 0.0 0.0 0.0 0.000
H -2.302427 -3.549200 -5.193706 0.0 0.0 0.0 0.000
H -2.344802 -4.988341 -4.196984 0.0 0.0 0.0 0.000
H -1.803167 0.297442 4.021640 0.0 0.0 0.0 0.000
H 4.313630 0.819906 -2.640002 0.0 0.0 0.0 0.001
H -5.414640 2.049768 1.248116 0.0 0.0 0.0 0.000
H 6.255751 0.688167 -4.180642 0.0 0.0 0.0 0.000
H 0.508778 4.563042 -1.822748 0.0 0.0 0.0 0.000
H -1.191458 -4.281555 -1.675731 0.0 0.0 0.0 0.000
H -0.957656 -1.586697 6.155685 0.0 0.0 0.0 0.000
H -0.645931 1.850989 -5.146648 0.0 0.0 0.0 0.000
H -7.002051 -1.185420 -0.321566 0.0 0.0 0.0 0.000
H -4.502417 -3.823835 -3.434690 0.0 0.0 0.0 0.000
H 0.303906 -0.904741 5.129930 0.0 0.0 0.0 0.000
H -6.613086 0.529759 -0.402197 0.0 0.0 0.0 0.000
H -0.588522 0.372435 -6.121784 0.0 0.0 0.0 0.000
H 7.008661 3.848776 0.803640 0.0 0.0 0.0 0.000
H -5.461141 -2.797873 0.694832 0.0 0.0 0.0 0.000
H 0.838320 0.921081 -5.227589 0.0 0.0 0.0 0.000
H 4.091167 6.882396 -1.464880 0.0 0.0 0.0 0.000
H 6.682394 -0.941161 0.479971 0.0 0.0 0.0 0.000
H -2.853647 -3.234136 3.304002 0.0 0.0 0.0 0.000
H 3.319451 -3.108637 1.428850 0.0 0.0 0.0 0.000
H -2.876861 -0.684969 5.024794 0.0 0.0 0.0 0.000
H -5.356987 -0.473416 2.990336 0.0 0.0 0.0 0.000
H 1.737598 6.674093 -2.266465 0.0 0.0 0.0 0.000
H 0.195147 -2.652722 5.372206 0.0 0.0 0.0 0.000
H 8.617363 -1.076261 -1.073618 0.0 0.0 0.0 0.000
H -2.535663 -3.464437 -0.872546 0.0 0.0 0.0 0.000
H 2.461156 -3.824118 0.067472 0.0 0.0 0.0 0.000
H -0.872501 -4.024208 -4.263499 0.0 0.0 0.0 0.000
H -3.038364 -0.703809 3.262074 0.0 0.0 0.0 0.000
H 3.027600 1.087369 3.855432 0.0 0.0 0.0 0.001
H -4.723197 4.354370 1.184219 0.0 0.0 0.0 0.000
H -1.710152 -1.476674 -5.079147 0.0 0.0 0.0 0.000
H -3.265696 4.745675 0.256470 0.0 0.0 0.0 0.000
H 6.040114 5.828379 -0.312464 0.0 0.0 0.0 0.000
H 8.389341 -0.262906 -3.389936 0.0 0.0 0.0 0.000
```
Forces are in eV/Å.

## Properties
HOMO energy (alpha / beta) = -12.31 / -12.41 eV
Charge = +2
Gap between HOMO and LUMO (alpha / beta) = 6.67 / 6.62 eV
Energy above the lowest of the compared OMol25 structures with the same formula, charge and spin = 30.8 kcal per mole
2S+1 = 2

Entry 3:
Entry from OMol25: the ion C4H13N4 with charge +1 at a distorted geometry (the ωB97M-V functional and the def2-TZVPD basis).

```
21
Properties=species:S:1:pos:R:3:forces:R:3:nbo_charge:R:1
N 0.784449 -0.779085 -0.944579 -2.7 0.1 -1.6 -0.375
N -1.074817 -1.143237 1.622609 -1.9 -2.6 0.4 -0.825
N 1.267126 0.135454 -3.099502 1.3 2.4 4.3 -0.655
N 1.254890 -1.006034 -2.375174 -0.5 -2.6 -0.5 -0.265
C -0.787475 -0.077313 0.828325 0.9 0.5 0.0 0.063
C -0.339707 1.073966 1.295397 0.1 3.5 -1.7 -0.195
C -0.673346 -0.424578 -0.606284 -3.0 0.2 -2.4 -0.293
C -0.239964 1.540284 2.697399 0.7 -1.1 -0.5 -0.655
H 2.156293 0.555660 -3.027452 1.0 0.6 -0.6 0.374
H -1.218659 0.395271 -1.217451 2.2 -0.7 0.5 0.272
H -1.114115 1.331714 3.254081 -1.1 0.0 0.7 0.228
H 1.294914 0.016961 -0.644033 1.0 0.9 0.4 0.431
H -1.977337 -1.593183 1.387338 0.9 0.2 0.0 0.385
H 0.912142 0.069560 -3.960293 -1.7 -0.2 -3.8 0.380
H 1.036017 -1.585964 -0.372595 0.2 -0.1 -0.2 0.444
H 0.572553 -1.543449 -2.965544 0.4 -0.4 2.1 0.379
H -1.066330 -1.058991 2.619463 0.3 0.6 0.4 0.396
H 0.517693 0.865192 3.048868 0.7 0.0 1.2 0.223
H -0.017763 1.921639 0.605068 -0.4 -1.6 0.3 0.210
H -1.366376 -1.259840 -0.956167 1.4 0.3 0.9 0.236
H 0.079813 2.565974 2.810527 0.0 0.1 -0.1 0.243
```
Forces are in eV/Å.

## Properties
HOMO energy = -12.19 eV
Charge = +1
Gap between HOMO and LUMO = 9.38 eV
SMILES = C/C=C(\N)C[NH2+]NN
Energy above the lowest of the compared OMol25 structures with the same formula, charge and spin = 109.0 kcal per mole
2S+1 = 1

Entry 4:
Entry from OMol25: a structure of composition C28H41AlBrCa2Cl5F2N2O11PS at a distorted geometry (the ωB97M-V functional and the def2-TZVPD basis).

```
95
Properties=species:S:1:pos:R:3:forces:R:3:mulliken_charge:R:1
Br 1.767877 6.440066 -0.874081 0.6 -0.4 0.3 -0.271
Ca 3.554158 1.744538 2.303812 -2.1 0.1 2.3 1.502
Ca 5.635771 6.762263 3.268857 0.8 1.7 -0.7 1.153
Cl -2.023563 3.882255 -5.007790 0.6 0.0 0.4 0.071
Cl -5.853322 4.241894 0.935506 -1.3 -0.8 -0.6 1.660
Cl 0.387122 4.014994 -3.384112 0.1 -0.1 -0.5 0.003
Cl -0.488061 6.350450 -4.882513 0.4 -0.7 0.4 -0.056
Cl 0.585114 4.039222 -6.286735 -0.2 0.1 0.5 -0.099
S 5.268656 3.426138 1.057319 -1.8 -0.6 -0.4 0.038
P -0.951898 6.341243 2.727654 -0.2 0.0 0.3 0.378
Al 6.848316 -6.182589 -0.699426 2.6 3.9 -1.3 0.360
F -1.467452 3.375809 0.313251 2.6 2.3 -0.8 -0.365
F -2.467831 5.442390 -6.537755 -0.2 0.0 -0.3 -0.504
O -5.644147 -5.346709 0.015976 -0.1 0.4 0.3 -0.342
O -7.197570 4.774044 0.824538 0.7 -0.1 0.1 -0.661
O 4.875579 -4.920480 -1.606033 1.6 -1.1 1.0 -0.638
O -5.861562 3.086273 1.811323 0.3 0.3 -0.1 -0.673
O -1.368849 -4.490825 -1.230635 -0.1 0.1 -0.3 -0.347
O -4.975083 5.257239 1.483582 0.3 0.4 0.1 -0.721
O 5.570748 -10.270037 1.320119 0.7 -1.0 0.3 -0.473
O -5.378601 3.849880 -0.377293 0.2 0.2 0.4 -0.640
O 2.187380 -3.118099 2.080207 -1.0 2.6 -1.8 -0.454
O 0.778112 -1.199467 1.759902 4.1 -5.9 -3.7 -0.601
O 4.064944 -8.299544 -0.884419 2.9 2.0 -0.2 -0.445
N 2.592064 3.028401 -0.787181 0.5 -2.0 2.9 0.139
N -4.051144 -2.907528 -0.738921 0.2 -0.2 -0.3 -0.281
C 4.058680 -5.923244 -1.252874 -1.4 1.2 0.2 -0.199
C 5.550897 0.328192 0.792344 -3.1 -0.5 -1.9 -0.325
C 1.401641 -2.245741 1.185297 -2.1 4.0 3.6 0.428
C 2.312896 3.895659 0.416848 0.8 1.9 3.6 0.454
C -2.174269 -5.545632 -0.718450 0.3 -0.1 0.2 -0.698
C 2.869470 -2.580808 -1.120089 -0.1 0.2 2.4 0.011
C -2.032958 -3.633871 -2.159183 0.1 0.5 0.0 -0.636
C -0.384789 4.571732 -4.890248 -0.5 0.6 -1.0 0.234
C 1.999624 5.807976 3.148069 0.7 -2.1 -2.9 -0.620
C -5.511367 -5.140850 1.416869 0.1 -0.3 -0.3 -0.699
C 3.466603 5.170289 2.792438 -3.1 -0.1 -2.2 -1.151
C -1.182143 5.787690 -0.711737 -0.7 0.0 1.5 -0.740
C -2.860566 -2.511404 -1.499024 -0.1 -0.3 0.3 -0.676
C 0.689381 5.518534 2.148584 3.2 -1.4 1.8 0.507
C -0.472688 4.343452 -0.255560 -0.4 0.0 -1.1 1.511
C 3.309840 1.741847 -0.450914 1.8 -3.8 0.4 0.094
C -5.081871 -3.560257 -1.554610 -0.1 -0.1 0.7 -0.195
C 0.829214 4.587476 0.765616 2.3 1.2 0.3 -0.302
C 2.776926 0.237072 -0.948978 2.9 0.3 2.2 -0.283
C 3.579299 -1.174104 -0.580614 1.0 3.2 0.3 0.104
C -0.781294 6.949510 4.571091 0.6 -1.1 1.1 -0.938
C -6.165612 -4.204931 -0.676364 0.3 -0.1 -0.5 -0.786
C 1.336231 -2.567341 -0.453938 0.1 0.5 -0.1 -0.192
C 3.580468 4.230317 1.455754 -3.1 -0.5 -0.5 -0.727
C 4.885422 -7.294190 -1.218202 -3.9 -4.0 -1.0 -0.222
C -2.405861 5.107898 2.788759 -0.6 -0.9 -1.2 -0.429
C 4.985466 -1.121043 0.274741 -2.1 3.5 -0.7 -0.395
C 4.718886 1.697886 0.450384 -0.7 -2.2 -3.5 -0.764
H 0.740438 -1.694846 -1.009677 1.0 -1.9 1.8 0.086
H -4.683469 -4.458397 1.632274 -0.1 0.1 0.2 0.285
H -3.153861 -1.781415 -2.263451 0.0 -0.2 0.0 0.405
H 1.781508 0.157225 -1.559649 2.1 0.3 1.3 0.240
H -1.849697 7.104234 5.073435 2.3 -0.2 -1.5 0.344
H -2.662234 -5.225119 0.201448 -0.3 -0.1 0.0 0.224
H 5.562156 -2.118138 0.515151 -1.3 2.3 -0.6 0.354
H -2.308496 5.755318 -0.330238 2.4 0.0 -0.9 0.206
H -0.135438 3.854769 -1.291539 -0.5 0.9 3.0 -0.899
H -4.651320 -4.349280 -2.177608 -0.2 -0.1 -0.2 0.164
H -2.611436 -4.215372 -2.886262 0.0 -0.1 0.2 0.408
H -6.437886 -4.754831 1.850330 0.1 0.1 0.0 0.345
H -1.517875 -6.381521 -0.461971 0.0 0.1 -0.1 0.326
H 5.390273 -7.363037 -2.198135 0.0 -0.1 -0.5 0.205
H 3.412986 -3.500185 -0.594512 -0.8 2.2 -1.6 -0.150
H 4.444667 5.333468 3.430861 -3.4 -2.4 -0.8 0.904
H -1.156529 5.945376 -1.872362 0.1 -0.5 2.4 0.122
H -3.154846 5.327276 3.674551 1.8 -0.4 -1.7 0.332
H 1.731068 2.737554 -1.298583 0.6 0.7 0.5 0.183
H 5.743619 -7.104655 -0.549726 -2.6 -2.4 2.3 0.547
H -0.599048 6.678260 -0.173028 -1.7 -2.1 -1.3 0.333
H 5.209723 -9.535007 0.859016 -1.0 1.5 -0.7 0.330
H 0.750278 -3.563907 -0.644598 1.2 1.8 0.4 0.393
H 3.189892 -6.115507 -1.906825 0.6 -0.1 -0.5 0.334
H 6.555648 0.435358 1.417280 -2.4 -0.3 -1.5 0.336
H -6.961612 -4.574867 -1.329106 0.0 0.1 0.0 0.396
H -2.911761 -5.898367 -1.445354 0.0 0.1 0.1 0.316
H -3.759681 -3.542440 -0.000431 -0.1 0.2 -0.1 0.019
H -1.236747 -3.148450 -2.734807 0.0 0.0 0.0 0.381
H -0.285593 6.042734 5.165860 -0.9 2.1 -1.0 0.289
H -5.286304 -6.104103 1.880689 0.0 0.1 -0.1 0.234
H 1.932959 6.493844 4.114321 -0.1 -1.6 -2.4 0.187
H -6.610427 -3.474721 0.010582 0.2 -0.1 0.0 0.400
H -3.030971 5.278103 1.785963 1.2 -0.4 2.3 0.009
H -5.544218 -2.816802 -2.210715 0.0 0.0 0.0 0.379
H 3.569987 -5.847901 -0.266002 0.5 0.0 0.3 0.313
H 2.834916 -2.664382 -2.288586 0.2 0.3 2.4 0.332
H -0.138500 7.922693 4.663263 -1.3 -1.9 -0.2 0.300
H 2.397197 -2.637059 2.952171 -1.1 -0.7 -1.9 0.356
H -2.037417 3.991617 2.740826 -0.8 2.2 0.4 0.254
H -2.206229 -1.981454 -0.796020 0.0 0.0 -0.1 0.384
```
Forces are in eV/Å.

## Properties
HOMO energy = -8.49 eV
Charge = +1
Gap between HOMO and LUMO = 1.24 eV
Energy above the lowest of the compared OMol25 structures with the same formula, charge and spin = 225.3 kcal per mole
2S+1 = 1